No. 1
This record from the OMol25 dataset describes an isolated ion of composition C6H11N and charge +1. The level of theory is ωB97M-V with the def2-TZVPD basis set.

```
18
Properties=species:S:1:pos:R:3:forces:R:3
C -0.182369 -1.695575 -0.829397 1.839 -1.530 -0.120
C -0.104306 -0.214379 -0.747392 2.203 0.061 1.714
C -1.264022 0.484723 -1.020783 -2.078 3.662 0.687
N -2.430983 0.132499 -1.602059 2.907 -2.601 0.522
C 1.075996 0.602421 0.012198 -0.842 -0.679 -4.291
C 1.285605 0.309243 1.408538 0.505 -0.238 0.938
C 1.363458 1.217774 2.361955 1.692 -2.698 0.929
H 0.790121 -2.359781 -0.809379 -1.452 1.943 -0.111
H -0.672657 -2.030733 0.124825 -0.230 0.107 -0.985
H -0.680852 -1.969971 -1.783883 -0.179 -0.250 0.902
H -1.455442 1.517968 -0.575070 1.208 -1.211 -0.504
H -2.419830 -0.873654 -1.727387 -0.524 -0.216 -0.911
H -3.167290 0.351101 -0.997379 -1.981 1.197 0.415
H 0.911134 1.643941 -0.252802 -0.107 0.194 0.350
H 2.037301 0.319860 -0.534108 -1.155 0.155 0.463
H 1.709775 -0.662378 1.514622 -0.147 -0.861 0.794
H 1.902467 1.024909 3.292399 -0.673 -0.389 -0.045
H 1.301893 2.202032 2.165102 -0.987 3.355 -0.746
```
Positions in Å, forces in eV/Å.

Kohn-Sham gap (spin up / spin down): 9.99 / 6.32 eV
total charge: +1
energy: -289.595102 Eh
2S+1: 2
strongest force on any atom: 4.43 eV/A


No. 2
This record from the OMol25 dataset describes a 2-piece molecular cluster, C6H11N2 overall. The level of theory is ωB97M-V with the def2-TZVPD basis set.

```
19
Properties=species:S:1:pos:R:3:forces:R:3
C -1.441633 -1.972029 0.943610 -0.580 -0.392 -0.048
C -1.516429 -0.555945 0.429314 -1.198 -1.949 -1.607
C -0.489111 -0.095415 -0.362523 -0.155 0.389 2.265
C -0.387913 1.247517 -0.790623 2.708 -0.422 -2.661
N 0.771586 1.298095 -1.564620 -2.318 -0.192 1.152
C 1.431104 0.072034 -1.504332 -0.383 -1.020 1.264
C 0.728549 -0.787031 -0.661483 1.434 1.743 -2.609
N 0.809102 0.729377 2.455879 -0.114 -0.471 0.278
H -0.759416 -2.094093 1.782172 1.032 0.099 -0.598
H -2.285465 -2.499865 1.379581 -1.018 1.061 -0.121
H -2.512110 -0.114765 0.218704 0.625 0.344 1.133
H 0.157832 1.226530 3.042632 0.032 0.182 0.103
H -0.904388 2.138705 -0.518923 -0.686 0.278 -0.240
H 0.927844 1.972476 -2.316569 0.209 0.134 0.807
H 2.405739 -0.037268 -1.980070 -0.517 -0.095 -0.001
H 1.005866 -1.805631 -0.527760 -0.076 -0.420 0.394
H -1.284900 -2.614349 0.045259 0.801 0.366 0.644
H 0.560323 0.863735 1.491891 0.387 0.308 0.041
H 1.757708 1.013304 2.669407 -0.182 0.057 -0.197
```
Positions in Å, forces in eV/Å.

Kohn-Sham gap: 7.12 eV
total charge: +1
energy: -344.415187 Eh
strongest force on any atom: 3.82 eV/A